# 1
{
  "formula": "C23H31AgBrN9O3",
  "method": "ωB97M-V/def2-TZVPD",
  "gap_ev": 6.3,
  "fmax_ev_per_a": 0.80,
  "relative_energy_kcal_mol": 3.2,
  "elements": ["Ag", "Br", "O", "O", "O", "N", "N", "N", "N", "N", "N", "N", "N", "N", "C", "C", "C", "C", "C", "C", "C", "C", "C", "C", "C", "C", "C", "C", "C", "C", "C", "C", "C", "C", "C", "C", "C", "H", "H", "H", "H", "H", "H", "H", "H", "H", "H", "H", "H", "H", "H", "H", "H", "H", "H", "H", "H", "H", "H", "H", "H", "H", "H", "H", "H", "H", "H", "H"],
  "xyz": [[0.749528, 0.554182, 0.070376], [1.544169, 2.072146, -7.694382], [1.667255, 1.793687, 4.332769], [-1.548923, 0.147897, -0.584710], [2.029890, 2.398048, 2.242859], [0.646657, -0.640873, -2.056278], [-0.019299, -1.033717, 5.682155], [-2.062180, -2.630535, -6.244039], [1.128395, -1.418327, 1.675737], [-2.567707, -2.856685, -5.115854], [-2.026105, -0.241064, 6.512012], [3.196487, 0.061636, 0.279121], [-0.632739, 2.008573, 1.493968], [-0.314295, 1.250746, 5.863087], [0.712011, -0.652109, -7.692131], [1.688042, -1.032116, -2.753919], [-0.784859, 0.070988, 6.028080], [-0.595498, -1.036760, -2.430622], [2.538851, -1.487225, 2.075330], [-1.150968, 2.435390, 6.008362], [-0.921192, 3.326561, 3.595094], [-1.721509, -0.627977, -1.561968], [-0.666999, 0.832123, -6.390970], [-1.191972, -1.527233, -6.483682], [-3.157396, -1.983810, -3.007782], [0.341342, -2.323349, -4.235442], [1.584445, -1.906542, -3.843451], [-0.110867, -1.713326, -7.338735], [-0.282041, 2.106409, 2.907045], [-0.669247, 3.557688, 5.090543], [-2.142153, -2.236314, -3.926759], [3.457650, -1.248594, 0.883353], [-1.469993, -0.237327, -6.025152], [1.245619, 2.093676, 3.110797], [-2.975170, -1.203149, -1.880751], [-0.809815, -1.846276, -3.572614], [0.427724, 0.612346, -7.210897], [0.895198, 1.573238, 4.934178], [-2.694090, 0.500107, 6.602513], [0.512906, -1.439648, 2.478685], [0.238836, -3.036104, -5.042450], [-2.321760, -0.074408, -5.375726], [-1.097578, 2.784408, 7.043095], [-0.141263, -1.850146, 6.262522], [-0.886308, 1.827586, -6.029517], [-3.807503, -0.983236, -1.221457], [-1.593121, 1.721954, 1.351425], [4.489276, -1.362266, 1.223552], [3.809708, 0.232610, -0.505847], [0.081365, -2.711116, -7.720868], [-2.211139, 2.239469, 5.791166], [-2.410423, -1.134482, 6.256598], [-0.591766, 4.213912, 3.043992], [1.560779, -0.807195, -8.344730], [-4.139699, -2.379292, -3.251889], [2.808878, -2.441219, 2.533907], [-0.667913, 1.199636, 3.368458], [-1.999931, 3.241551, 3.433359], [-1.192782, 4.470583, 5.377693], [-0.470670, 2.874870, 0.996652], [2.718869, -0.699271, 2.814960], [2.658812, -0.664928, -2.426709], [3.348906, 0.809460, 0.953135], [0.877343, -2.197231, 1.078194], [0.948746, -0.807455, 5.519597], [2.475153, -2.252065, -4.352428], [3.271422, -2.018732, 0.129794], [0.392610, 3.730624, 5.277596]],
  "forces_ev_per_a": [[-0.1, -0.2, 0.0], [0.0, -0.1, 0.0], [0.4, 0.0, -0.7], [0.0, 0.0, 0.0], [-0.2, -0.1, -0.2], [-0.2, 0.0, -0.1], [-0.1, 0.2, 0.1], [-0.3, 0.0, 0.3], [0.1, 0.0, 0.1], [0.4, -0.1, -0.2], [0.1, -0.1, 0.0], [0.0, 0.2, 0.2], [0.6, 0.1, 0.1], [-0.4, 0.0, 0.0], [0.0, -0.1, 0.0], [0.0, 0.0, 0.1], [0.0, 0.0, 0.0], [0.0, 0.0, 0.0], [-0.1, 0.2, -0.1], [0.0, -0.1, 0.1], [0.0, 0.1, 0.1], [0.0, 0.0, 0.0], [-0.1, -0.1, 0.1], [0.1, 0.3, -0.1], [0.1, 0.0, -0.2], [0.1, 0.0, 0.0], [0.0, -0.1, -0.1], [0.0, -0.1, 0.0], [0.1, -0.2, 0.0], [0.1, -0.1, -0.1], [-0.1, 0.2, 0.1], [-0.2, 0.1, 0.0], [-0.1, 0.0, -0.1], [0.1, 0.4, -0.1], [0.0, 0.0, 0.0], [-0.1, -0.2, 0.0], [0.1, 0.0, 0.0], [-0.2, -0.3, 0.5], [-0.1, 0.1, 0.0], [0.0, 0.0, 0.0], [0.0, 0.0, 0.0], [0.0, 0.0, 0.0], [0.0, 0.0, 0.0], [0.0, 0.0, 0.0], [0.0, 0.0, 0.0], [0.1, 0.0, 0.0], [0.1, -0.1, -0.1], [0.1, 0.0, 0.0], [0.0, 0.0, 0.0], [0.0, 0.1, 0.0], [0.0, 0.0, -0.1], [0.0, 0.0, 0.0], [0.0, 0.0, 0.0], [0.0, 0.0, 0.0], [0.1, 0.1, 0.0], [0.1, -0.1, 0.1], [0.0, -0.1, 0.1], [0.0, 0.0, 0.0], [0.0, 0.0, 0.0], [0.0, 0.1, 0.1], [0.0, 0.0, 0.0], [-0.1, 0.0, 0.0], [0.0, -0.1, 0.0], [0.0, 0.0, 0.0], [0.1, 0.0, 0.0], [0.0, 0.0, 0.0], [0.0, 0.0, 0.0], [0.0, 0.1, 0.0]],
  "nbo_charge": [0.8526, 0.0385, -0.7195, -0.7653, -0.6226, -0.4703, -0.8225, -0.2245, -0.8706, -0.1025, -0.8235, -0.8761, -0.8563, -0.6123, -0.2271, 0.0273, 0.6225, 0.0515, -0.2285, -0.2308, -0.4030, 0.4237, -0.2333, 0.1597, -0.1298, -0.1696, -0.2554, -0.2440, -0.1688, -0.4118, -0.0794, -0.2234, -0.2386, 0.7898, -0.3667, -0.0016, -0.0944, 0.4955, 0.4000, 0.3725, 0.2220, 0.2319, 0.2044, 0.3882, 0.2287, 0.2109, 0.4017, 0.1803, 0.3728, 0.2240, 0.1613, 0.3983, 0.2152, 0.2249, 0.2208, 0.1758, 0.2074, 0.2043, 0.2196, 0.3792, 0.1941, 0.1783, 0.3919, 0.3734, 0.4028, 0.2174, 0.1896, 0.2196]
}

***

# 2
{
  "formula": "C23H31AuN2O2S2Si",
  "method": "ωB97M-V/def2-TZVPD",
  "gap_ev": [6.7, 5.5],
  "fmax_ev_per_a": 0.56,
  "multiplicity": 3,
  "relative_energy_kcal_mol": 9.5,
  "elements": ["Au", "S", "S", "Si", "O", "O", "N", "N", "C", "C", "C", "C", "C", "C", "C", "C", "C", "C", "C", "C", "C", "C", "C", "C", "C", "C", "C", "C", "C", "C", "C", "H", "H", "H", "H", "H", "H", "H", "H", "H", "H", "H", "H", "H", "H", "H", "H", "H", "H", "H", "H", "H", "H", "H", "H", "H", "H", "H", "H", "H", "H", "H"],
  "xyz": [[0.249887, 0.932248, 0.354694], [2.269485, 0.814932, -1.081427], [2.776462, -1.580605, -2.664305], [0.694180, 2.142868, 2.318677], [0.949361, -1.730465, 0.898883], [-2.008977, 0.177125, 0.724795], [-0.534065, 0.036034, -1.647868], [0.355776, -0.617157, -2.372734], [-4.915607, 2.074404, -0.063797], [0.147140, -2.228351, 1.970066], [1.160884, -3.680263, -1.863569], [0.246045, 3.947665, 2.021467], [2.498300, 2.025295, 2.832542], [2.326834, -2.058633, 1.127297], [0.159924, -4.919441, 0.427297], [-2.775693, 0.824750, -1.453465], [1.627563, -0.429749, -2.036034], [-0.194157, -3.618565, -1.562704], [-0.693321, -4.234439, -0.423533], [1.101309, -2.359777, 3.145578], [-2.832108, 0.793362, 0.015009], [2.371694, -2.836301, 2.441879], [-4.874770, 2.070985, -1.489421], [1.708107, -2.990629, -3.082960], [-1.725132, 0.244570, -2.208896], [-3.943009, 1.471442, 0.652352], [1.515821, -4.987575, 0.133566], [-3.852108, 1.457701, -2.142026], [2.010948, -4.370831, -1.003992], [-1.905762, -0.069962, -3.668712], [-0.390478, 1.475211, 3.706260], [-2.948300, -0.239140, -3.921859], [-1.517002, 0.743255, -4.286544], [-0.136659, 0.443421, 3.955998], [0.911129, -2.644126, -3.735989], [-5.737668, 2.564796, 0.442851], [-1.328402, -0.957102, -3.916314], [-3.827172, 1.492928, -3.221793], [-0.800040, 4.048870, 1.725814], [2.771294, 0.991740, 3.058398], [2.315221, -3.910605, 2.252620], [2.691547, 2.628151, 3.724676], [2.696822, -2.635729, 0.277849], [-0.261241, 2.083259, 4.607266], [2.893438, -1.125184, 1.182475], [-5.652920, 2.572518, -2.048343], [0.743195, -3.047637, 3.910942], [-0.858695, -3.067891, -2.216979], [3.072031, -4.415763, -1.224106], [-3.957376, 1.449622, 1.734098], [1.265440, -1.383020, 3.607266], [0.398572, 4.532485, 2.933904], [-1.444509, 1.496510, 3.424232], [3.280976, -2.638671, 3.008412], [-0.268844, -3.205176, 1.694641], [2.360429, -3.650911, -3.656769], [-1.750258, -4.170108, -0.198062], [0.861094, 4.381750, 1.231536], [-0.674726, -1.529348, 2.126618], [-0.227931, -5.399940, 1.316635], [2.188020, -5.523105, 0.792345], [3.157749, 2.375838, 2.036255]],
  "forces_ev_per_a": [[0.0, 0.1, -0.2], [0.1, 0.2, 0.1], [0.1, 0.0, -0.1], [0.1, 0.0, 0.0], [0.0, -0.2, -0.1], [-0.1, 0.0, 0.1], [-0.2, 0.0, 0.1], [0.2, 0.1, 0.0], [0.0, 0.0, 0.0], [-0.1, 0.0, 0.2], [0.0, -0.1, 0.0], [0.0, 0.0, 0.1], [0.0, 0.0, 0.0], [0.1, 0.1, 0.1], [0.1, -0.3, -0.3], [-0.1, 0.1, 0.0], [-0.3, -0.2, 0.1], [0.0, 0.0, 0.1], [0.0, -0.1, -0.2], [0.0, 0.0, 0.0], [0.0, 0.0, 0.0], [0.1, 0.0, 0.0], [0.0, 0.0, 0.0], [-0.1, 0.0, 0.0], [0.3, -0.1, 0.0], [0.0, 0.0, 0.0], [-0.2, -0.2, -0.1], [0.1, -0.1, 0.0], [-0.1, -0.2, -0.2], [0.0, 0.0, 0.0], [0.0, 0.0, 0.0], [0.0, 0.0, 0.0], [0.0, 0.0, 0.0], [0.0, 0.0, 0.0], [0.0, 0.0, 0.0], [0.0, 0.0, 0.0], [0.0, 0.0, 0.0], [0.0, 0.0, 0.0], [0.0, 0.0, 0.0], [0.0, 0.0, 0.0], [0.0, 0.1, 0.1], [0.0, 0.0, 0.0], [0.0, 0.2, 0.2], [0.0, 0.0, 0.0], [0.0, 0.0, 0.0], [0.0, 0.0, 0.0], [0.0, 0.0, 0.0], [0.0, 0.0, 0.0], [0.0, 0.0, 0.0], [0.0, 0.0, 0.0], [0.0, 0.0, 0.0], [0.0, 0.0, 0.0], [0.0, 0.0, 0.0], [0.0, 0.0, 0.0], [0.1, 0.5, 0.3], [0.0, 0.0, 0.0], [0.0, 0.0, 0.0], [0.0, 0.0, 0.0], [0.0, 0.1, 0.0], [0.0, 0.0, 0.0], [0.0, 0.0, -0.1], [0.0, 0.0, 0.0]],
  "nbo_charge": [0.6426, -0.1338, 0.3323, 1.2094, -0.5807, -0.6244, -0.2838, -0.3695, -0.1922, -0.0726, -0.0460, -1.1189, -1.1242, -0.0745, -0.2324, -0.1349, -0.1016, -0.1402, -0.2125, -0.4275, 0.4406, -0.4346, -0.2080, -0.5507, 0.2540, -0.2223, -0.2079, -0.1849, -0.2231, -0.6829, -1.1204, 0.2217, 0.2384, 0.2322, 0.2441, 0.2173, 0.2509, 0.2155, 0.2352, 0.2329, 0.2018, 0.2305, 0.1949, 0.2297, 0.1840, 0.2173, 0.2130, 0.2040, 0.2160, 0.2187, 0.2005, 0.2283, 0.2396, 0.2165, 0.1764, 0.2378, 0.2152, 0.2386, 0.2051, 0.2166, 0.2132, 0.2397]
}

***

# 3
{
  "formula": "C23H31BF15NO16",
  "method": "ωB97M-V/def2-TZVPD",
  "gap_ev": 10.4,
  "fmax_ev_per_a": 3.29,
  "smiles": "O=C(O)CNC(=O)OB(O)O.CCOC(=O)C(F)(F)F.CCOC(=O)C(F)(F)F.CCOC(=O)C(F)(F)F.CCOC(=O)C(F)(F)F.CCOC(=O)C(F)(F)F",
  "elements": ["F", "F", "F", "F", "F", "F", "F", "F", "F", "F", "F", "F", "F", "F", "F", "O", "O", "O", "O", "O", "O", "O", "O", "O", "O", "O", "O", "O", "O", "O", "O", "N", "C", "C", "C", "C", "C", "C", "C", "C", "C", "C", "C", "C", "C", "C", "C", "C", "C", "C", "C", "C", "C", "C", "C", "B", "H", "H", "H", "H", "H", "H", "H", "H", "H", "H", "H", "H", "H", "H", "H", "H", "H", "H", "H", "H", "H", "H", "H", "H", "H", "H", "H", "H", "H", "H", "H"],
  "xyz": [[-4.622700, 0.795558, 4.994426], [0.592184, 2.878015, -8.432579], [-5.065296, 0.294130, 2.935753], [-3.296306, -8.689758, 3.313361], [3.169564, 5.301720, -0.028521], [-3.253064, -6.758398, 4.259784], [4.551839, -1.312851, 3.538984], [2.329989, 2.279765, -7.297154], [3.019067, 3.199696, -0.487424], [-1.406241, -7.841290, 3.912474], [1.371327, 4.166301, -6.878135], [1.536128, 4.590850, -1.227868], [6.621579, -1.874129, 3.831158], [-3.053069, 0.817004, 3.519425], [5.558948, -2.527927, 2.068261], [-2.873554, -1.869834, 3.806624], [-2.036754, -5.642961, 2.201902], [1.460882, -0.719563, -0.331977], [-4.866751, -1.823612, 4.858269], [-2.648627, -7.438377, 0.986112], [-3.337516, -1.318742, -0.165926], [6.639492, -0.260998, 1.071813], [-4.714750, 2.104663, -0.382086], [0.438221, 1.086160, -5.788181], [0.622018, 1.236744, -1.169409], [-3.868921, 0.277807, -1.678175], [-0.781164, 2.976508, -5.906488], [-6.235890, 0.414193, -1.133625], [4.288053, 5.646751, -2.484558], [6.033029, 0.801017, 2.962313], [3.525118, 3.599276, -3.042428], [-1.928701, 0.544736, -0.426060], [0.520114, 0.085087, -0.458729], [5.713310, -1.518897, 2.913535], [-1.840640, -4.853994, 1.009816], [-1.747810, 2.444806, -4.974710], [-4.808125, -3.231499, 5.169897], [6.182880, -0.254762, 2.174208], [-2.451426, -6.885533, 2.025433], [6.469769, 2.060299, 2.417701], [-3.975420, -3.502832, 6.403897], [5.415635, 2.655321, 1.510561], [-4.149766, 0.178170, 3.913352], [-0.821162, -0.214442, 0.185705], [-3.053579, -0.258904, -0.701007], [0.238031, 2.187555, -6.202472], [1.151902, 2.892062, -7.219192], [5.658825, 3.278719, -4.179810], [-1.263696, 2.609181, -3.552672], [4.199544, 3.651590, -4.318371], [-3.134647, -4.235507, 0.540299], [-2.607905, -7.559043, 3.398952], [3.665099, 4.655412, -2.257741], [-3.854523, -1.306840, 4.188892], [2.841167, 4.438720, -0.979118], [-4.964826, 0.927358, -1.077884], [6.643719, 2.706449, 3.275297], [-2.953111, -3.572992, -0.298268], [-1.141243, -4.070472, 1.295064], [5.758999, 2.302370, -3.704954], [-4.342230, -2.920560, 7.249770], [-1.021689, 3.654238, -3.352485], [-2.237920, 1.250617, 0.232075], [-2.660096, 3.013960, -5.140232], [5.722384, 3.643408, 1.167596], [3.681947, 2.934853, -4.951982], [-3.854835, -4.994643, 0.231860], [-0.362018, 2.026661, -3.375885], [4.074687, 4.636955, -4.765131], [-1.363888, -5.455666, 0.237225], [-5.840023, -3.530813, 5.338020], [5.247251, 2.022880, 0.639417], [4.465212, 2.744302, 2.037359], [-4.441027, -3.789971, 4.309213], [-1.964569, 1.403312, -5.208761], [-0.710468, 0.087475, 1.225073], [-0.947245, -1.287181, 0.129714], [7.420579, 1.934534, 1.901466], [-3.587672, -3.662332, 1.348869], [-2.931070, -3.232952, 6.249691], [-4.024535, -4.561524, 6.654719], [-2.025483, 2.281988, -2.845656], [-6.639223, 0.514987, -1.999493], [1.529370, 1.535554, -1.025143], [6.192144, 4.001483, -3.562733], [-4.971762, 1.964243, 0.537311], [6.132933, 3.244354, -5.159624]],
  "forces_ev_per_a": [[0.0, 0.0, 0.1], [-0.1, 0.0, -0.1], [0.0, 0.0, -0.1], [0.0, -0.1, -0.2], [0.2, 0.1, 0.0], [0.0, 0.1, 0.0], [-0.1, 0.0, 0.0], [0.1, -0.1, 0.0], [0.0, -0.1, 0.0], [0.1, 0.0, 0.0], [0.0, 0.1, 0.0], [-0.1, -0.1, -0.2], [0.1, 0.0, 0.1], [0.2, 0.0, -0.1], [0.0, 0.0, -0.1], [0.2, 0.1, -0.1], [0.0, -0.1, 0.2], [-2.2, 2.4, -0.1], [-0.2, 0.1, 0.0], [-0.1, -0.2, 0.0], [0.7, 1.7, -1.1], [0.0, -0.2, -0.1], [0.6, -1.1, 0.4], [0.2, -0.1, -0.1], [-0.3, -0.3, 1.2], [-0.2, 0.1, 0.9], [0.0, 0.0, -0.2], [0.3, 0.4, -0.3], [0.0, 0.2, 0.2], [0.0, -0.1, 0.1], [-0.2, 0.0, 0.1], [0.0, -1.2, 0.3], [2.2, -2.2, -0.2], [-0.1, -0.2, 0.0], [0.2, 0.4, -0.4], [-0.4, -0.1, 0.4], [0.0, -0.6, 0.1], [0.1, 0.4, 0.0], [0.2, 0.3, -0.2], [0.1, 0.5, -0.1], [0.1, 0.3, 0.0], [-0.2, -0.2, -0.1], [0.0, 0.2, 0.0], [0.2, 0.9, -0.4], [-0.4, -1.1, 0.4], [-0.4, 0.0, 0.2], [0.2, 0.1, -0.1], [0.0, 0.0, 0.3], [0.2, 0.1, 0.0], [0.3, -0.1, -0.5], [-0.3, -0.4, 0.2], [-0.2, -0.2, 0.2], [0.1, -0.2, -0.4], [-0.1, -0.4, 0.1], [-0.2, 0.1, 0.4], [-0.2, 0.3, -0.1], [-0.1, -0.2, 0.1], [0.0, 0.0, 0.0], [0.0, -0.1, 0.2], [0.0, -0.1, -0.1], [-0.1, -0.1, 0.0], [-0.1, 0.0, 0.0], [0.0, 0.6, -0.5], [0.1, 0.1, -0.2], [0.0, 0.0, 0.0], [-0.1, -0.1, 0.2], [0.1, -0.1, -0.1], [-0.1, -0.1, 0.0], [0.0, 0.1, 0.2], [-0.1, -0.2, 0.1], [-0.1, 0.2, 0.0], [0.1, 0.0, 0.0], [0.0, 0.1, 0.1], [0.1, 0.2, -0.1], [0.2, 0.0, -0.1], [0.1, -0.3, 0.2], [-0.3, -0.1, 0.1], [0.0, -0.2, 0.0], [0.1, 0.2, -0.1], [0.0, -0.1, -0.1], [0.0, 0.0, 0.0], [0.0, 0.0, 0.0], [-0.2, -0.4, -0.1], [0.3, 0.0, -0.5], [0.0, 0.1, -0.1], [-0.5, 0.6, 0.1], [0.0, 0.0, 0.0]],
  "lowdin_charge": [0.1771, 0.1731, 0.1607, 0.1762, 0.1808, 0.1532, 0.1694, 0.1659, 0.1457, 0.1714, 0.1635, 0.1718, 0.1675, 0.1662, 0.1800, 0.1715, 0.0333, 0.0776, 0.0385, 0.1747, 0.1273, 0.1742, 0.1837, 0.1757, 0.0947, 0.1966, 0.0357, 0.2053, 0.1811, 0.0338, 0.0338, 0.1040, -0.4436, -0.5559, -0.1831, -0.1848, -0.1847, -0.4007, -0.4081, -0.1931, -0.0540, -0.0684, -0.5480, -0.0678, -0.4650, -0.4084, -0.5543, -0.0525, -0.0498, -0.1874, -0.0589, -0.5513, -0.4044, -0.4073, -0.5419, -0.7479, 0.1254, 0.0624, 0.1249, 0.0862, 0.0831, 0.0872, 0.1392, 0.1245, 0.0845, 0.1159, 0.0846, 0.0630, 0.1283, 0.1269, 0.1272, 0.0736, 0.0847, 0.1192, 0.1267, 0.1412, 0.1252, 0.1259, 0.0722, 0.0805, 0.0826, 0.0714, 0.1173, 0.0996, 0.0787, 0.1100, 0.0854]
}